# 1
95
Properties=species:S:1:pos:R:3:lowdin_spin:R:1 method="wB97M-V/def2-TZVPD" e_above_lowest_kcal_mol=71.09 charge=0 e_lumo_ha="0.019 / 0.019" spin_multiplicity=3 max_force_ev_per_a=4.57 gap_ev="6.73 / 6.62"
Pt 9.92361 12.41550 -10.22637 1.62
C 14.41967 13.14980 -9.96147 0.00
C 13.15388 13.97690 -10.43767 0.01
C 13.30542 14.42314 -11.83694 0.00
O 11.91045 13.31413 -10.08032 0.05
H 15.30397 13.47884 -10.50722 0.00
H 14.16763 12.09312 -10.05095 0.00
H 14.63163 13.37529 -8.91634 0.00
H 13.24545 14.84303 -9.78228 0.00
H 14.17819 14.98453 -12.17044 0.00
H 12.45632 15.04150 -12.12805 0.00
H 13.20891 13.50863 -12.42216 0.00
C 7.03658 8.90712 -10.99996 0.00
C 7.12785 10.12937 -9.95472 0.01
C 7.12119 9.60490 -8.51712 0.00
O 8.21293 10.95887 -10.33411 0.05
H 6.71169 9.22591 -11.99038 0.00
H 6.35755 8.12329 -10.66437 0.00
H 7.96293 8.33467 -10.95234 0.00
H 6.15783 10.61422 -10.06458 0.00
H 8.00969 8.99648 -8.34837 0.00
H 6.35932 8.85267 -8.31268 0.00
H 7.07537 10.40814 -7.78172 0.00
C 11.52448 10.10945 -8.24778 0.01
O 10.60294 10.70958 -8.93941 0.05
N 11.81976 8.85497 -8.46714 0.00
C 12.73934 8.06679 -7.68147 0.00
C 11.22873 8.04795 -9.56531 0.00
H 12.16935 10.58014 -7.48963 0.00
H 13.13026 8.52762 -6.77432 0.00
H 13.63426 7.90037 -8.28106 0.00
H 12.44197 7.03511 -7.49361 0.00
H 11.02862 6.97757 -9.51689 0.00
H 10.30768 8.51178 -9.91834 0.00
H 11.93368 8.24010 -10.37415 0.00
C 13.11825 12.03322 -4.55269 0.00
O 13.61948 11.16930 -5.33563 0.00
N 12.65978 13.22789 -4.97757 0.00
C 12.06309 14.14351 -4.02708 0.00
C 12.55138 13.73493 -6.33224 0.00
H 13.04399 11.92993 -3.45906 0.00
H 11.00574 14.23035 -4.27722 0.00
H 12.45285 15.14517 -4.20839 0.00
H 12.20342 13.88862 -2.97663 0.00
H 11.73310 14.38499 -6.64198 0.00
H 13.40180 14.30296 -6.70937 0.00
H 12.48668 13.00603 -7.14007 0.00
C 8.02243 13.76617 -8.12572 0.01
O 9.18529 13.60743 -8.42452 0.07
N 7.66132 14.63916 -7.14311 0.00
C 6.20235 14.98278 -7.01004 0.00
C 8.71746 15.19735 -6.35450 0.00
H 7.12795 13.40392 -8.65569 0.00
H 6.09657 15.31014 -5.97576 0.00
H 5.62724 14.10005 -7.28960 0.00
H 5.88108 15.68314 -7.78099 0.00
H 8.93363 16.26542 -6.37898 0.00
H 8.50696 15.06567 -5.29316 0.00
H 9.72614 14.79946 -6.46573 0.00
C 11.67335 10.50877 -12.52954 0.00
O 10.97919 11.50737 -12.49484 0.04
N 12.22150 10.00250 -13.67557 0.00
C 12.99076 8.74723 -13.64434 0.00
C 11.73875 10.38201 -15.05548 0.00
H 11.99482 9.88539 -11.68085 0.00
H 13.71122 8.52425 -14.43131 0.00
H 12.29495 7.90976 -13.59323 0.00
H 13.47730 8.46172 -12.71168 0.00
H 11.24257 11.35249 -15.04566 0.00
H 12.59276 10.49209 -15.72380 0.00
H 10.97142 9.65298 -15.31588 0.00
C 4.44481 15.61919 -10.74574 0.00
O 5.34513 15.77730 -9.91852 0.00
N 4.69363 14.86110 -11.77638 0.00
C 3.69047 14.71098 -12.87186 0.00
C 5.78687 13.89805 -11.93171 0.00
H 3.48294 16.15398 -10.71406 0.00
H 4.30311 14.79894 -13.76910 0.00
H 2.95134 15.51125 -12.90870 0.00
H 3.22700 13.72596 -12.81684 0.00
H 6.12806 13.88586 -12.96685 0.00
H 6.72679 14.02540 -11.39465 0.00
H 5.46844 12.91493 -11.58503 0.00
C 9.12365 14.54677 -12.71505 0.01
O 9.46746 13.62479 -11.99499 0.05
N 9.11093 15.78783 -12.30611 0.00
C 9.21658 16.95287 -13.20536 0.00
C 8.97096 16.06112 -10.87950 0.00
H 8.91707 14.49819 -13.79540 0.00
H 8.29593 17.53606 -13.22531 0.00
H 9.42176 16.59426 -14.21402 0.00
H 9.89229 17.76531 -12.93804 0.00
H 9.88917 15.83707 -10.33657 0.00
H 8.51859 17.03527 -10.69376 0.00
H 8.22111 15.49133 -10.33070 0.00



# 2
11
Properties=species:S:1:pos:R:3:nbo_charge:R:1 method="wB97M-V/def2-TZVPD" e_above_lowest_kcal_mol=87.62 charge=0 e_lumo_ha=0.013 max_force_ev_per_a=4.33 gap_ev=10.69 smiles="NS(=O)(=O)N1CO1"
N 1.39630 0.42962 0.89383 -1.03
S 0.01718 0.99962 0.14781 2.35
O 0.02981 1.13641 -1.26614 -0.91
O -0.46865 1.94372 1.07964 -0.91
N -0.90730 -0.42151 0.53816 -0.36
C -0.84407 -1.41816 -0.62509 0.03
O -1.92932 -0.62250 -0.41128 -0.35
H 2.03859 0.11480 0.20468 0.39
H 1.81201 1.29441 1.32822 0.41
H -0.24802 -1.05843 -1.59784 0.21
H -0.89655 -2.39797 -0.29200 0.19



# 3
23
Properties=species:S:1:pos:R:3:nbo_charge:R:1 method="wB97M-V/def2-TZVPD" e_above_lowest_kcal_mol=200.19 charge=0 e_lumo_ha="-0.053 / -0.053" max_force_ev_per_a=5.81 gap_ev="8.07 / 8.06"
C 3.58497 -0.72925 -0.32041 -0.19
C 3.04311 0.42115 -0.81868 -0.21
C 2.84873 -1.60398 0.50941 -0.19
C 1.78968 0.83360 -0.44361 -0.23
C 1.51324 -1.19613 0.81944 -0.22
C 1.09098 -0.00138 0.35618 -0.15
C -3.49677 0.52850 1.18512 -0.36
C -1.64156 0.33955 -0.16781 -0.05
N -1.72263 1.64219 -0.90319 0.50
N -2.00409 -0.99976 -0.69600 0.48
O -1.91832 2.60986 -0.24546 -0.36
O -2.78102 -0.95365 -1.61551 -0.35
O -1.47036 1.61254 -2.06859 -0.34
O -1.51913 -1.96877 -0.13864 -0.36
S -0.47434 0.49271 1.22635 0.28
H 4.57478 -1.01588 -0.53043 0.21
H 3.84577 1.02522 -1.18568 0.22
H 3.35226 -2.51718 0.75775 0.22
H 1.45149 1.72276 -0.97247 0.24
H 0.82340 -1.76994 1.38534 0.24
H -3.08027 -0.01642 2.01292 0.20
H -3.66137 1.58121 1.29212 0.22
H -4.14856 -0.03697 0.56186 0.20



# 4
15
Properties=species:S:1:pos:R:3:nbo_charge:R:1 method="wB97M-V/def2-TZVPD" e_above_lowest_kcal_mol=141.75 charge=+1 e_lumo_ha="-0.234 / -0.234" max_force_ev_per_a=5.83 gap_ev="7.38 / 7.37"
C -0.73206 -0.82160 1.06285 0.06
C -1.13542 0.49742 1.41394 0.10
C 0.39269 1.14675 -0.19623 0.45
C 0.76837 -1.94042 -0.59163 -0.46
N 0.06356 -0.92998 0.06502 -0.22
N -0.54888 1.45469 0.67286 -0.47
N 0.73881 1.69987 -1.43504 0.45
O 1.15311 0.99649 -2.30884 -0.29
O 0.62652 2.90836 -1.39572 -0.32
Cl -2.24434 0.88641 2.63409 0.17
H -1.09848 -1.68303 1.61243 0.26
H 0.05476 -2.67235 -0.99066 0.26
H 1.32557 -1.52039 -1.43135 0.27
H 1.45847 -2.45713 0.08099 0.24
H -0.82266 2.43489 0.80728 0.50



# 5
101
Properties=species:S:1:pos:R:3:lowdin_spin:R:1 method="wB97M-V/def2-TZVPD" e_above_lowest_kcal_mol=11.64 charge=+1 e_lumo_ha="-0.116 / -0.138" spin_multiplicity=4 max_force_ev_per_a=1.03 gap_ev="6.86 / 6.25"
Co -0.09433 0.87301 0.23447 2.55
Br -0.22412 0.48356 2.84953 0.05
C 1.69384 0.25019 2.78740 0.00
Br 2.29043 0.48805 0.95521 0.05
H 1.90968 -0.76297 3.10353 0.00
H 2.17268 0.99205 3.41564 0.00
F -2.43675 0.39579 -5.98626 0.00
C -2.34782 0.25182 -4.67349 0.01
C -1.11431 0.32990 -4.04736 0.00
F -0.01088 0.53551 -4.76336 0.00
C -1.04529 0.20086 -2.67672 0.01
F 0.16443 0.34544 -2.06151 0.02
C -2.17066 -0.01947 -1.88090 0.02
S -2.05358 -0.19056 -0.15420 0.16
C -3.39514 -0.10702 -2.54252 0.01
F -4.50041 -0.30731 -1.83232 0.00
C -3.48883 0.03027 -3.91590 0.00
F -4.66934 -0.04237 -4.51375 0.00
C -0.55176 4.40737 2.94504 0.00
C 0.40064 4.70141 1.79204 0.02
C 1.80714 4.22007 2.13123 0.00
C 0.41122 6.19614 1.50614 0.00
Sb -0.27286 3.48918 0.01504 0.04
C -2.41988 4.07174 -0.34945 0.01
C -2.61885 5.57000 -0.17698 0.00
C -3.24403 3.29252 0.66726 0.00
C -2.79528 3.63958 -1.76303 0.00
C 1.05983 4.04831 -1.71804 0.01
C 2.31278 3.19633 -1.55071 0.00
C 0.34188 3.66927 -3.00749 0.00
C 1.40448 5.53023 -1.73219 0.00
H -0.17416 4.88791 3.85292 0.00
H -0.64145 3.34096 3.15052 0.00
H -1.54671 4.80788 2.74764 0.00
H 2.16991 4.74326 3.02133 0.00
H 2.51043 4.41412 1.32023 0.00
H 1.81594 3.14944 2.34937 0.00
H 0.68529 6.72285 2.42578 0.00
H -0.56644 6.56309 1.19963 0.00
H 1.13927 6.46191 0.74354 0.00
H -2.51776 5.87343 0.86515 0.00
H -3.63019 5.83350 -0.50125 0.00
H -1.91666 6.14553 -0.78272 0.00
H -2.96506 3.52772 1.69626 0.00
H -3.14736 2.21781 0.52195 0.00
H -4.29992 3.55045 0.53964 0.00
H -2.39246 4.32030 -2.51172 0.00
H -3.88545 3.64354 -1.85562 0.00
H -2.45108 2.62688 -1.98494 0.00
H 2.08731 2.13141 -1.65443 0.00
H 2.80071 3.35927 -0.58810 0.00
H 3.03272 3.45573 -2.33279 0.00
H -0.07123 2.65976 -2.96651 0.00
H 1.05530 3.69785 -3.83665 0.00
H -0.46126 4.36830 -3.23578 0.00
H 2.09938 5.79441 -0.93529 0.00
H 0.51508 6.15637 -1.65139 0.00
H 1.89138 5.77124 -2.68249 0.00
C 1.79567 -5.99005 1.33200 0.00
C 0.60038 -6.24111 0.45708 0.00
C 0.25028 -7.55709 0.15485 0.00
C -0.85498 -7.85858 -0.62395 0.00
C -1.64226 -6.83661 -1.12829 0.00
C -1.31063 -5.52116 -0.84405 0.00
C -0.20182 -5.21874 -0.05975 0.00
Sb 0.14293 -3.11404 0.30701 0.01
C 0.04144 -3.18791 2.48697 0.00
C 1.15471 -3.16938 3.32208 0.00
C 1.00613 -3.09498 4.70196 0.00
C -0.26453 -3.06288 5.25169 0.00
C -1.37523 -3.14601 4.42588 0.00
C -1.24712 -3.19767 3.03893 0.00
C -2.48389 -3.26612 2.18495 0.00
C 2.18463 -2.96928 -0.45558 0.00
C 3.31274 -2.77386 0.33476 0.00
C 4.56396 -2.59561 -0.23801 0.00
C 4.69162 -2.61459 -1.61708 0.00
C 3.57560 -2.83240 -2.40973 0.00
C 2.30964 -3.00160 -1.85096 0.00
C 1.12981 -3.23287 -2.75744 0.00
H 2.39684 -6.89350 1.42399 0.00
H 1.47718 -5.69815 2.33466 0.00
H 2.42884 -5.20275 0.92468 0.00
H 0.86302 -8.36100 0.54588 0.00
H -1.09882 -8.89139 -0.83524 0.00
H -2.50938 -7.05827 -1.73672 0.00
H -1.92361 -4.71718 -1.23851 0.00
H 2.15212 -3.23935 2.90288 0.00
H 1.87890 -3.06629 5.34329 0.00
H -0.39136 -2.98326 6.32337 0.00
H -2.36823 -3.16005 4.85897 0.00
H -3.37579 -3.29960 2.80865 0.00
H -2.47271 -4.15824 1.55494 0.00
H -2.56183 -2.39369 1.53521 0.00
H 3.23303 -2.75297 1.41520 0.00
H 5.43052 -2.43584 0.39153 0.00
H 5.65886 -2.45815 -2.07645 0.00
H 3.68249 -2.86250 -3.48755 0.00
H 1.39961 -3.05065 -3.79658 0.00
H 0.29507 -2.57557 -2.50084 0.00
H 0.77576 -4.26292 -2.67529 0.00



# 6
55
Properties=species:S:1:pos:R:3:nbo_charge:R:1 method="wB97M-V/def2-TZVPD" e_above_lowest_kcal_mol=0.00 charge=+3 e_lumo_ha="-0.452 / -0.452" max_force_ev_per_a=0.73 gap_ev="6.14 / 6.14"
Pd -0.35113 0.26957 0.96143 0.72
C -0.23588 -3.09637 1.70276 -0.66
C -0.94766 -1.79679 1.92253 0.08
C -2.13212 -1.46642 1.23807 -0.25
C -2.75879 -0.22810 1.45538 0.06
C -4.00740 0.15073 0.72280 -0.67
C -2.20084 0.66562 2.40952 -0.26
C -1.09394 0.33959 3.21971 0.10
C -0.63652 1.28860 4.28988 -0.67
C -0.44328 -0.87373 2.90954 -0.24
H 0.59275 -2.96908 1.00013 0.24
H -0.91229 -3.84708 1.29860 0.27
H 0.18840 -3.46586 2.63529 0.27
H -2.54031 -2.16180 0.51414 0.27
H -4.03842 -0.27858 -0.27793 0.25
H -4.12641 1.23199 0.66475 0.24
H -4.87099 -0.23715 1.27042 0.29
H -2.68926 1.62267 2.55246 0.27
H 0.32068 1.74666 4.03675 0.25
H -0.50992 0.75889 5.23478 0.27
H -1.36692 2.07969 4.43896 0.26
H 0.43906 -1.16703 3.46368 0.27
C -0.17312 4.24733 -0.37744 -0.12
C -1.19732 3.33568 -0.24661 -0.17
C -0.98721 2.00310 -0.63302 -0.27
C 0.29007 1.60812 -1.10669 -0.43
C 1.33579 2.54310 -1.20644 -0.14
C 1.08115 3.85513 -0.87807 -0.13
P 0.61683 -0.12471 -1.30344 1.57
C 0.28159 -0.88825 -2.80145 -0.42
C 0.71309 -2.22476 -3.00224 -0.15
C 0.51135 -2.80676 -4.23001 -0.19
C -0.15647 -2.09480 -5.23151 -0.04
C -0.61839 -0.79093 -5.02814 -0.20
C -0.43158 -0.18743 -3.80796 -0.13
C 2.03634 -0.50271 -0.38473 -0.61
C 3.34160 -0.92752 -0.65917 -0.07
C 4.24362 -0.89512 0.38562 -0.20
C 3.84321 -0.46293 1.65249 -0.08
C 2.53189 -0.06990 1.94032 -0.32
C 1.62819 -0.11414 0.89964 0.09
H -0.33768 5.28508 -0.11758 0.27
H -2.17448 3.64873 0.09645 0.26
H -1.84524 1.34398 -0.74495 0.26
H 2.31741 2.24277 -1.55011 0.25
H 1.85603 4.60018 -1.00572 0.27
H 1.21161 -2.76677 -2.20746 0.24
H 0.85650 -3.81321 -4.42276 0.27
H -0.32869 -2.57087 -6.18906 0.27
H -1.11834 -0.26602 -5.83043 0.27
H -0.77821 0.82364 -3.63421 0.24
H 3.64456 -1.23042 -1.65344 0.25
H 5.27298 -1.18502 0.22424 0.27
H 4.57653 -0.43096 2.44953 0.27
H 2.27759 0.25033 2.94073 0.25



The following M values (in g mol⁻¹) correspond, in order, to the records above: 751.82; 124.12; 228.23; 162.56; 1120.16; 487.90.
The following calculated total energy values (in eV) correspond, in order, to the records above: -54355.357; -21055.796; -30421.468; -25302.481; -257493.478; -41160.196.